Density functional theory data (wB97M-V/def2-TZVPD) for C5H10O as an isolated structure.

Values from the calculation:
Kohn-Sham gap ... 9.41 eV
E_LUMO ... 0.0335 Ha
ΔE to the lowest compared entry with this formula, charge and spin ... 110.2 kcal per mole
E ... -7389.9875 eV
Total charge ... 0

Positions of all 16 atoms, in Å:
C1 1.9324 0.3397 0.4287
C2 0.7888 -0.0682 -0.5083
C3 -0.3262 -0.6005 0.3573
C4 -0.5407 -1.9653 0.2287
C5 -1.8908 1.7811 -0.0804
O1 -2.0804 1.6014 -1.2594
H1 2.3179 -0.5285 0.9754
H2 1.5878 1.0700 1.1685
H3 2.7613 0.7794 -0.1345
H4 1.1691 -0.7945 -1.2485
H5 0.4412 0.8113 -1.0628
H6 0.0687 -2.6252 -0.4113
H7 -1.2882 -2.4754 0.8410
H8 -1.3357 -1.0926 -0.2880
H9 -0.9504 2.2160 0.3076
H10 -2.6549 1.5513 0.6860



Density functional theory data (wB97M-V/def2-TZVPD) for C35H42Br2N2PSe3Ti as an isolated structure.

Values from the calculation:
Kohn-Sham gap ... 6.50 eV
E_LUMO ... -0.3649 Ha
ΔE to the lowest compared entry with this formula, charge and spin ... 0.0 kcal per mole
E ... -408464.0443 eV
Total charge ... +3

Positions of all 86 atoms, in Å:
Ti1 0.2781 -0.1012 0.2822
C1 1.0559 2.3509 2.8579
C2 0.0128 1.3513 2.4476
C3 -1.0407 1.6644 1.5817
C4 -2.0641 0.7466 1.3257
C5 -2.0461 -0.5074 1.9304
C6 -0.9790 -0.8580 2.7522
C7 0.0332 0.0593 3.0035
H1 1.0601 2.4316 3.9461
H2 0.8559 3.3385 2.4501
H3 2.0595 2.0392 2.5580
H4 -1.0782 2.6409 1.1167
H5 -2.8704 1.0183 0.6575
H6 -2.8504 -1.2090 1.7502
H7 -0.9507 -1.8332 3.2189
H8 0.8377 -0.2022 3.6809
Se1 -1.2941 -1.7461 -0.6227
P1 0.1236 -2.1146 -2.2828
Se2 1.5484 -0.4865 -1.8228
C8 -0.6920 -1.8095 -3.8330
C9 0.0734 -1.3920 -4.9239
C10 -0.5367 -1.2389 -6.1568
C11 -1.8936 -1.5062 -6.2979
C12 -2.6495 -1.9276 -5.2112
C13 -2.0537 -2.0818 -3.9704
C14 0.9032 -3.7123 -2.1761
C15 2.2663 -3.8558 -2.4313
C16 2.8083 -5.1297 -2.5058
C17 1.9982 -6.2430 -2.3247
C18 0.6402 -6.0956 -2.0615
C19 0.0842 -4.8300 -1.9927
H9 1.1342 -1.1925 -4.8206
H10 0.0456 -0.9155 -7.0085
H11 -2.3650 -1.3869 -7.2640
H12 -3.7036 -2.1362 -5.3306
H13 -2.6495 -2.4107 -3.1273
H14 2.9041 -2.9922 -2.5763
H15 3.8630 -5.2517 -2.7105
H16 2.4256 -7.2345 -2.3962
H17 0.0135 -6.9667 -1.9259
H18 -0.9793 -4.7183 -1.8107
Br1 -1.2220 1.8559 -1.8731
C20 0.4576 2.7819 -1.9694
Br2 1.5319 2.3940 -0.3775
H19 0.2901 3.8528 -1.9785
H20 1.0216 2.4310 -2.8252
C21 5.9342 -1.2467 1.1188
C22 5.6399 -2.1946 2.2759
C23 5.3477 -1.4774 3.5917
C24 3.9902 -0.7815 3.6246
N1 2.8905 -1.7573 3.7162
C25 2.0867 -2.1939 2.7381
Se3 2.1590 -1.5797 0.9172
N2 1.2867 -3.1595 3.2074
C26 0.4048 -4.0370 2.4253
C27 1.0602 -5.3888 2.1617
C28 2.3429 -5.2960 1.3454
C29 2.9688 -6.6653 1.1145
C30 1.5896 -3.3697 4.5525
C31 1.0500 -4.2442 5.4933
C32 1.5786 -4.1742 6.7645
C33 2.6060 -3.2707 7.0923
C34 3.1401 -2.4075 6.1600
C35 2.6056 -2.4784 4.8754
H21 6.2020 -1.8005 0.2196
H22 6.7727 -0.5925 1.3608
H23 5.0817 -0.6097 0.8687
H24 6.4991 -2.8487 2.4272
H25 4.8082 -2.8669 2.0247
H26 6.1131 -0.7210 3.7786
H27 5.4004 -2.1790 4.4271
H28 3.8272 -0.1838 2.7271
H29 3.8998 -0.1243 4.4902
H30 0.1768 -3.5230 1.4904
H31 -0.5229 -4.1569 2.9877
H32 0.3284 -6.0092 1.6376
H33 1.2576 -5.8896 3.1130
H34 3.0687 -4.6564 1.8618
H35 2.1247 -4.8111 0.3882
H36 3.2230 -7.1424 2.0615
H37 3.8831 -6.5890 0.5267
H38 2.2802 -7.3269 0.5866
H39 0.2659 -4.9472 5.2487
H40 1.1961 -4.8312 7.5330
H41 2.9867 -3.2576 8.1040
H42 3.9349 -1.7222 6.4189



Density functional theory data (wB97M-V/def2-TZVPD) for a 10-piece molecular cluster, C54H162N24O16P10 overall.

Values from the calculation:
Kohn-Sham gap ... 8.26 eV
E_LUMO ... 0.0100 Ha
SMILES string ... CN(C)P(=O)(N(C)C)N(C)C.CN(C)P(=O)(N(C)C)N(C)C.CN(C)P(=O)(N(C)C)N(C)C.CN(C)P(=O)(N(C)C)N(C)C.CN(C)P(=O)(N(C)C)N(C)C.CN(C)P(=O)(N(C)C)N(C)C.CN(C)P(=O)(N(C)C)N(C)C.CN(C)P(=O)(N(C)C)N(C)C.COP(=O)(OC)OC.COP(=O)(OC)OC
ΔE to the lowest compared entry with this formula, charge and spin ... 25.4 kcal per mole
E ... -220048.5380 eV
Total charge ... 0

Positions of all 266 atoms, in Å:
O1 -4.2022 -5.0943 -0.5822
P1 -3.8212 -4.1728 0.4657
N1 -2.4549 -4.5099 1.4448
C1 -1.1434 -4.4072 0.8994
C2 -2.4739 -5.5953 2.3887
N2 -5.0653 -4.1338 1.6326
C3 -4.9538 -3.3866 2.9357
C4 -6.2208 -5.0260 1.5226
N3 -3.4836 -2.6699 -0.1277
C5 -3.1365 -1.5831 0.7413
C6 -3.7055 -2.4335 -1.5141
H1 -1.1746 -3.6137 0.1914
H2 -0.9433 -5.3062 0.3175
H3 -0.4093 -4.1381 1.6097
H4 -2.2166 -6.5432 1.9340
H5 -3.4143 -5.9554 2.8341
H6 -1.8654 -5.4240 3.2126
H7 -4.1361 -3.8116 3.5308
H8 -4.8387 -2.2910 2.8034
H9 -5.8048 -3.5854 3.5421
H10 -6.2011 -5.7468 2.4087
H11 -7.1257 -4.4039 1.5580
H12 -6.1754 -5.6086 0.6131
H13 -4.0416 -0.9882 0.9843
H14 -2.5946 -1.9212 1.5748
H15 -2.4665 -0.8828 0.1703
H16 -4.7527 -2.1370 -1.5860
H17 -3.5987 -3.3160 -2.1727
H18 -3.0012 -1.6291 -1.8737
O2 3.4400 -4.5696 -3.7442
P2 2.1594 -5.0708 -3.1270
N4 0.8051 -4.5276 -3.8404
C7 -0.4112 -4.3313 -3.0114
C8 0.8421 -3.8523 -5.1273
N5 1.9255 -4.6213 -1.5491
C9 2.6907 -5.3480 -0.4934
C10 2.2265 -3.1119 -1.3903
N6 2.0943 -6.7701 -3.1611
C11 0.8141 -7.4297 -2.7901
C12 3.3271 -7.6165 -2.9739
H19 -0.2318 -4.7311 -2.0132
H20 -1.2068 -4.8923 -3.5901
H21 -0.7182 -3.3436 -2.8703
H22 1.7614 -3.9574 -5.5536
H23 0.5216 -2.7281 -5.0518
H24 0.0853 -4.4120 -5.7173
H25 2.3782 -6.3619 -0.6384
H26 3.7702 -5.3713 -0.6715
H27 2.5658 -4.9820 0.4819
H28 1.9223 -2.5801 -2.3249
H29 1.5286 -2.7437 -0.6341
H30 3.2462 -3.0362 -1.0853
H31 0.3623 -7.8588 -3.6690
H32 1.1065 -8.2068 -2.0792
H33 0.1350 -6.7473 -2.3111
H34 3.2850 -8.3816 -3.7437
H35 3.2167 -8.0838 -1.9760
H36 4.2607 -6.9780 -2.9815
O3 8.4284 -2.1361 -0.4739
P3 7.9309 -1.5259 -1.7306
N7 9.0561 -0.9813 -2.8349
C13 8.6730 -0.7154 -4.2287
C14 10.3728 -0.4157 -2.3696
N8 6.8808 -0.3044 -1.2413
C15 6.5425 0.7971 -2.1979
C16 6.6866 0.0978 0.1511
N9 6.9813 -2.5265 -2.7115
C17 7.5663 -3.7324 -3.1145
C18 5.5627 -2.2777 -2.8502
H37 9.5869 -0.5483 -4.7271
H38 7.9981 0.1629 -4.4836
H39 8.1861 -1.5996 -4.6095
H40 10.8351 -0.9719 -1.5512
H41 10.3283 0.6221 -1.9819
H42 11.0809 -0.4815 -3.2209
H43 7.3659 1.4404 -2.4769
H44 6.0592 0.2871 -3.0923
H45 5.7686 1.4386 -1.7190
H46 5.6501 -0.0595 0.3693
H47 7.1815 -0.6234 0.7908
H48 7.0401 1.0650 0.5458
H49 7.2894 -4.5806 -2.4898
H50 7.3171 -4.0131 -4.1429
H51 8.6721 -3.5775 -3.0652
H52 5.0265 -3.0869 -3.3197
H53 5.2889 -1.5099 -3.5739
H54 5.1196 -2.0886 -1.8505
O4 4.9884 4.1380 3.4566
P4 3.7883 4.6424 2.6837
N10 2.3157 3.9665 3.0550
C19 1.7991 4.1290 4.3995
C20 2.0165 2.6961 2.3029
N11 3.9101 4.2862 1.1341
C21 4.9096 3.3876 0.6252
C22 3.0192 4.9417 0.1855
N12 3.4782 6.2669 2.9213
C23 4.7091 7.0402 2.6273
C24 2.1386 6.9085 2.7807
H55 0.7268 3.8909 4.4592
H56 2.0240 5.0524 4.8431
H57 2.1419 3.4310 5.1569
H58 1.6812 2.9183 1.3255
H59 1.3655 2.0817 2.9287
H60 2.9077 2.0255 2.2135
H61 5.5669 3.1481 1.4736
H62 4.3672 2.4948 0.3074
H63 5.6336 3.8187 -0.0897
H64 2.9530 6.0458 0.1547
H65 3.0336 4.6266 -0.8231
H66 1.9570 4.6913 0.5182
H67 4.5805 8.0874 3.0681
H68 5.6404 6.5525 2.9071
H69 4.8027 7.2405 1.4933
H70 2.0444 7.7069 3.4937
H71 1.3676 6.1540 2.8854
H72 2.0509 7.4018 1.8346
O5 -1.3934 -0.5770 -8.6920
P5 -1.3245 -0.2544 -7.2441
N13 0.2636 -0.4900 -6.6651
C25 0.5266 -0.0525 -5.3308
C26 1.4506 -0.9325 -7.4064
N14 -2.3904 -1.2832 -6.4379
C27 -2.7126 -1.1132 -5.0370
C28 -2.5891 -2.5628 -7.0025
N15 -1.8398 1.1583 -6.5818
C29 -0.9653 2.2879 -6.7216
C30 -3.2767 1.4790 -6.8162
H73 -0.3227 0.3843 -4.7211
H74 1.3250 0.6399 -5.2210
H75 0.9332 -0.9426 -4.8334
H76 1.9572 -1.7842 -6.9458
H77 2.2041 -0.1918 -7.3052
H78 1.1326 -1.0814 -8.4685
H79 -3.7423 -1.4051 -4.8962
H80 -2.1796 -1.7825 -4.3194
H81 -2.5367 -0.1448 -4.7451
H82 -1.7423 -3.1941 -6.6892
H83 -3.5364 -2.9920 -6.6663
H84 -2.5403 -2.6467 -8.0998
H85 0.0574 1.9733 -6.8071
H86 -1.1896 2.7525 -7.6526
H87 -1.0566 2.9407 -5.8058
H88 -3.6390 1.8855 -5.9114
H89 -3.7274 0.5173 -6.9837
H90 -3.4132 2.1832 -7.7082
O6 -5.3457 2.1677 -3.7085
P6 -6.2937 2.7576 -2.6970
N16 -5.9925 4.3936 -2.3574
C31 -6.6295 5.1597 -1.3004
C32 -4.6785 4.9416 -2.7722
N17 -6.3271 1.8425 -1.3741
C33 -7.3551 2.1424 -0.3248
C34 -5.5429 0.6696 -1.1672
N18 -7.8226 2.9988 -3.2012
C35 -8.1412 4.0174 -4.1345
C36 -8.6139 1.7730 -3.4351
H91 -7.6976 5.2095 -1.4411
H92 -6.2715 6.1539 -1.4057
H93 -6.3999 4.8220 -0.3091
H94 -3.8080 4.4136 -2.2897
H95 -4.7075 5.9731 -2.6146
H96 -4.5245 4.6774 -3.8100
H97 -6.8002 2.5476 0.5494
H98 -8.1600 2.8141 -0.6140
H99 -7.7852 1.2521 0.1141
H100 -6.1204 -0.2442 -1.0295
H101 -4.9305 0.4378 -2.0501
H102 -4.7309 0.6742 -0.4277
H103 -9.1671 4.4695 -4.0006
H104 -7.4045 4.8022 -4.1195
H105 -8.2009 3.7150 -5.1935
H106 -9.6209 2.0579 -3.5554
H107 -8.5609 1.0606 -2.6140
H108 -8.3301 1.2248 -4.2890
O7 -5.1155 3.6086 1.4233
P7 -3.9274 4.1373 2.1302
N19 -2.6172 3.1680 1.9251
C37 -1.2412 3.5807 2.0961
C38 -2.9048 1.7367 1.8580
N20 -4.3361 4.4401 3.7339
C39 -5.7181 4.0701 4.2199
C40 -3.4918 4.8776 4.7576
N21 -3.3417 5.6524 1.7187
C41 -3.9261 6.8795 2.2554
C42 -2.8452 5.7636 0.3704
H109 -0.6465 3.0246 1.3904
H110 -0.7419 3.4407 3.0734
H111 -1.1367 4.6680 1.9738
H112 -3.0224 1.4345 0.8365
H113 -3.8383 1.5379 2.3398
H114 -2.0865 1.2214 2.3185
H115 -6.3923 3.9265 3.3528
H116 -5.6572 3.0905 4.8335
H117 -6.1090 4.8912 4.8102
H118 -2.4723 5.1266 4.4551
H119 -3.9183 5.8072 5.2202
H120 -3.4776 4.1399 5.6020
H121 -3.1773 7.4029 2.7898
H122 -4.2071 7.4261 1.4175
H123 -4.8844 6.6724 2.7321
H124 -2.5707 4.8721 -0.0755
H125 -1.9617 6.4209 0.3104
H126 -3.6532 6.2534 -0.2490
O8 0.1850 0.5652 4.4816
P8 -0.2390 -0.1761 5.7183
N22 -1.8499 0.0239 5.9052
C43 -2.6478 -0.8072 6.7469
C44 -2.4744 1.2893 5.5569
N23 0.5269 0.3072 7.0483
C45 1.8619 0.8562 6.9689
C46 0.1502 -0.1373 8.3845
N24 -0.1311 -1.8532 5.6643
C47 1.1570 -2.4838 6.0298
C48 -0.6882 -2.5149 4.5408
H127 -2.9059 -0.3525 7.7734
H128 -2.1701 -1.7365 6.9420
H129 -3.6344 -1.0805 6.3659
H130 -2.6138 1.9120 6.3890
H131 -3.5143 1.0600 5.2415
H132 -1.8776 1.6828 4.7232
H133 2.1260 1.2865 5.9573
H134 1.9276 1.6481 7.7339
H135 2.6190 0.1113 7.1860
H136 0.3886 -1.1835 8.5773
H137 0.6359 0.4749 9.2047
H138 -0.9527 -0.1655 8.6235
H139 1.9380 -2.1128 5.3174
H140 1.4507 -2.3189 7.0755
H141 1.1594 -3.5061 5.8642
H142 -0.4732 -3.5806 4.7858
H143 -0.3031 -2.1350 3.5656
H144 -1.7570 -2.3691 4.6233
C49 5.2173 -4.3891 5.7438
O9 4.2735 -4.2413 4.7039
P9 4.5371 -3.3410 3.4777
O10 3.5031 -3.3336 2.4049
O11 4.9533 -1.9025 4.0412
C50 4.0835 -0.7824 4.0805
O12 5.9458 -3.8797 3.0335
C51 6.7414 -3.2764 1.9469
H145 4.6736 -4.3496 6.7181
H146 5.9995 -3.6341 5.7203
H147 5.7136 -5.3659 5.6551
H148 3.9822 -0.3321 5.0391
H149 3.0970 -0.9514 3.6198
H150 4.4363 0.0750 3.5495
H151 7.3754 -2.4411 2.2353
H152 6.0302 -2.9453 1.1490
H153 7.4594 -4.0357 1.5433
C52 -2.2146 1.6735 -2.2749
O13 -1.4036 1.3976 -1.0990
P10 -0.1426 0.3830 -1.0264
O14 -0.4354 -1.0284 -1.3379
O15 0.8569 1.0227 -2.1200
C53 2.1719 0.5326 -2.3091
O16 0.3148 0.6950 0.4636
C54 0.3395 -0.5191 1.4210
H154 -1.7042 2.4158 -2.8703
H155 -3.0438 2.1794 -1.8118
H156 -2.4841 0.7899 -2.8495
H157 2.2187 -0.3127 -2.9950
H158 2.5801 0.0941 -1.3700
H159 2.7934 1.3253 -2.7456
H160 -0.6713 -0.6902 1.8004
H161 0.9113 -0.1039 2.2604
H162 0.7728 -1.3664 0.9308